(1)
C30H60BrCl32N2O3 | the ωB97M-V functional and the def2-TZVPD basis

```
! RIJCOSX wB97M-V def2-TZVPD def2/J DEFGRID3
* xyz 0 2
C -5.67 0.67 2.82
C 1.97 0.98 0.63
Cl 13.10 0.66 -3.84
C -4.93 3.25 1.08
C -7.64 -3.40 -2.18
H 7.77 -1.60 4.13
C 12.39 -0.60 -4.85
Cl 6.04 1.90 -3.81
Cl 4.09 2.53 -1.72
H -5.87 -1.84 1.75
H 0.98 1.54 -1.05
Cl 2.19 -1.22 10.58
H -8.41 -7.47 -2.38
H -3.67 2.59 -1.02
Cl 3.47 5.76 0.51
Cl -4.28 4.22 4.70
C -0.38 0.52 0.05
C 7.57 -0.07 -7.20
Cl -2.31 -7.22 -10.88
H 1.22 0.32 2.55
Cl 2.08 -0.26 -3.91
H 1.56 0.88 11.43
H -7.43 -0.98 1.71
C -2.11 -6.57 -9.24
H 3.29 7.26 -1.29
C -3.92 0.49 -0.59
H -7.41 3.55 -0.26
H 1.13 2.43 3.68
H -5.70 1.75 2.94
Cl 9.16 0.21 -6.49
H 3.34 0.69 11.31
H 6.59 4.17 4.44
Cl -4.69 -5.64 -6.72
H 11.71 4.69 -2.05
H -3.91 -0.94 0.99
C 4.12 6.81 -0.76
H 3.19 0.20 3.32
Cl -8.87 -9.68 -2.99
H 12.15 -1.45 -4.23
H 7.66 -0.81 -7.98
H -8.14 -2.95 -3.03
H -3.09 -6.46 -8.80
H -9.84 -7.59 -3.43
H 11.49 -0.20 -5.31
Cl 9.16 -0.20 5.40
C 3.69 0.29 6.33
H -5.72 -5.92 -4.63
Cl -8.73 -3.32 -0.80
H -5.70 3.68 1.73
C -4.83 -6.32 -5.09
Cl 8.40 -2.99 5.91
H -0.30 -0.36 -0.60
Cl 5.18 1.21 6.06
C 3.06 -0.73 -5.31
Cl -4.97 -8.08 -5.11
Br -4.79 -0.88 -1.72
Cl -1.17 -7.65 -8.20
C -4.51 3.35 6.22
H 0.57 2.81 2.04
N -6.39 1.30 0.53
H -5.38 3.75 6.72
C 1.88 1.09 2.15
O 3.21 0.83 2.62
C 2.39 0.52 10.82
C -6.45 -1.07 1.23
H -7.48 -5.86 -0.09
Cl 2.35 -0.20 -6.84
Cl 5.10 5.91 -1.93
H 4.75 7.56 -0.30
H 7.02 -1.11 5.68
C 5.70 1.90 -2.07
H 6.43 2.53 -1.57
H 7.21 0.87 -7.60
C 1.42 2.46 2.63
H -4.38 4.08 0.62
H 2.78 1.65 0.31
H -4.80 0.25 3.33
Cl 13.48 -1.12 -6.13
H 4.03 -0.27 -5.21
H -6.72 -2.88 -1.94
H 5.19 3.84 5.50
H -5.98 4.28 -1.04
H -4.89 1.80 -2.00
H 3.13 -1.81 -5.32
H -1.59 -5.62 -9.31
H -3.56 0.71 1.50
Cl 9.38 4.52 -2.00
H 5.76 0.88 -1.71
Cl 6.27 5.85 6.05
H 11.17 2.99 -1.94
Cl -7.21 -5.08 -2.59
H -4.25 2.68 1.72
H -0.43 0.18 1.09
C -1.66 1.26 -0.32
C -9.31 -8.02 -2.59
O -2.57 0.33 -0.91
C -5.69 0.25 1.33
C 7.92 -1.45 5.19
H 3.59 0.10 7.39
Cl 3.71 -1.25 5.47
Cl 2.38 1.41 9.29
C -7.56 -5.87 0.98
Cl -7.20 -7.51 1.56
Cl -6.43 -4.67 1.63
C -4.21 0.11 0.85
O -7.34 0.91 -0.22
H 2.25 3.17 2.51
H -2.09 1.76 0.55
C -4.48 1.86 -0.99
Cl 6.39 -0.66 -6.01
H -6.56 0.27 3.33
C 11.01 3.95 -2.41
Cl 11.24 3.76 -4.15
H -1.42 2.05 -1.05
H -3.94 -6.06 -4.53
H -3.62 3.47 6.82
Cl 4.63 5.22 3.69
N 0.76 1.42 -0.07
Cl -10.35 -7.92 -1.17
C 5.72 4.59 4.93
H -6.62 -1.38 0.21
H 2.24 -0.05 0.36
Cl -4.77 1.62 5.96
H 2.86 0.88 5.96
H -8.56 -5.61 1.31
C -5.57 2.42 -0.04
H -6.80 2.89 -1.78
C -6.50 3.34 -0.83
*
```

- Kohn-Sham gap (spin up / spin down) (eV) = 8.18 / 9.07
- HOMO energy (spin up / spin down) (eV) = -8.20 / -9.09
- LUMO (spin up / spin down) (eV) = 0.0 / 0.0

Results of the Löwdin charge analysis, in e, for atoms 1 through 5: number 1, C, carries -0.05; number 2, C, carries -0.21; number 3, Cl, carries 0.49; number 4, C, carries -0.04; number 5, C, carries -0.95

***

(2)
C30H60EuP2Si2 | the ωB97M-V functional and the def2-TZVPD basis

```
! RIJCOSX wB97M-V def2-TZVPD def2/J DEFGRID3
* xyz 1 7
H 3.17 -0.58 -7.79
H 3.61 -0.21 -6.09
H -2.22 3.22 1.50
Eu 0.22 -0.45 1.56
H -1.85 0.23 4.48
H 0.31 0.16 -7.60
H 0.47 4.68 1.39
H -3.34 -0.17 -1.88
H -0.85 -0.68 5.61
H -2.11 -2.28 -2.36
H 3.13 3.84 3.64
H -3.07 0.26 -6.04
Si -0.26 3.01 3.11
H 0.20 2.23 -1.16
C -0.42 -3.26 2.22
C 1.43 -2.29 3.75
C 0.04 -2.42 3.27
C -2.17 -1.92 2.83
H -1.10 1.86 0.64
H 0.61 3.19 5.48
H 1.61 -3.33 -7.65
H 1.42 4.89 2.87
H -3.02 -4.62 1.48
H -2.13 -1.02 -6.86
H -2.13 -3.96 0.10
H 2.14 -2.75 3.05
H 1.46 -3.95 1.44
H -0.84 2.18 5.42
H 0.03 -4.47 0.51
H -0.04 -2.68 -7.55
H 3.75 0.95 5.20
H 1.78 0.63 -0.77
H 1.59 -1.70 -0.59
H -0.83 2.58 -6.41
C -0.26 1.22 -1.25
C 0.88 1.69 2.45
H 4.60 0.18 2.48
C -3.52 -1.31 2.90
H 1.72 -1.23 3.88
H -2.54 3.82 3.12
H 1.38 0.98 -6.40
C 0.67 0.15 -6.56
H 2.21 0.08 5.25
H 0.96 1.90 1.34
C -2.73 -0.69 -1.11
H 4.57 2.90 3.21
H 3.46 3.46 1.93
C 3.58 0.18 2.07
H 3.25 -0.87 2.07
H -3.38 -1.44 -0.63
C -0.35 3.05 4.98
C -1.79 -2.98 1.98
H -0.78 1.26 -2.21
H -0.26 5.44 2.81
C 0.93 0.24 -1.36
C -2.07 2.99 2.57
C -0.96 -0.40 4.55
H -4.07 -1.40 1.95
H 1.19 -1.85 -8.56
H -3.00 0.34 0.78
H -0.08 0.22 4.30
C 3.52 3.07 2.96
H -4.14 -1.82 3.67
C -1.06 -1.56 3.64
H 1.61 -2.76 4.73
C -0.83 2.19 -5.38
C -0.44 -1.90 -1.15
C 0.70 -1.19 -0.98
C -2.28 0.25 -0.06
C 2.68 1.03 4.94
H -1.75 2.50 -4.87
C -2.66 -3.69 1.02
C -2.13 0.04 -6.56
C -1.22 1.07 -0.12
H -1.30 -0.76 -2.73
H 0.40 -5.22 2.07
P -0.75 0.34 -5.37
H -0.97 3.93 5.22
H 3.85 -1.86 -6.72
C -1.62 -1.40 -1.90
P 1.53 -1.44 -6.15
H 1.24 0.30 -2.42
H -2.63 2.08 2.79
H 0.04 2.58 -4.84
H -3.49 -0.25 3.18
C 1.02 -2.41 -7.64
Si 2.60 1.44 3.10
H 2.25 1.82 5.56
C 3.21 -0.97 -6.76
H -0.48 -2.95 -0.89
H -3.55 -3.10 0.76
H 3.66 0.50 1.01
C 0.42 4.64 2.49
C 0.41 -4.27 1.52
H -2.04 0.68 -7.45
*
```

- Kohn-Sham gap (spin up / spin down) (eV) = 5.47 / 8.07
- HOMO energy (spin up / spin down) (eV) = -10.22 / -10.37
- LUMO (spin up / spin down) (eV) = -4.7 / -2.3

Results of the Löwdin charge analysis, in e, for atoms 1 through 5: number 1, H, carries 0.04; number 2, H, carries 0.03; number 3, H, carries 0.03; number 4, Eu, carries 1.84; number 5, H, carries 0.07

***

(3)
C30H60FN4O9 | the ωB97M-V functional and the def2-TZVPD basis

```
! RIJCOSX wB97M-V def2-TZVPD def2/J DEFGRID3
* xyz 1 1
H -0.70 -5.79 -8.52
C -1.05 0.73 0.49
C 3.07 -1.29 0.71
H -3.65 2.89 -1.03
H 3.37 5.16 1.19
C -0.46 -1.53 0.93
C -0.56 2.95 4.39
O -0.59 -0.47 -0.07
H 2.44 2.10 3.80
H 1.13 3.53 0.63
C 0.81 -8.59 -8.07
C 0.09 -4.48 -2.01
C -1.10 -5.22 -4.08
H 0.34 -2.31 0.63
H 3.48 2.08 0.24
H 6.34 2.51 4.42
C 5.35 2.68 3.86
C 1.80 1.46 3.07
H -1.45 -3.97 2.62
H -0.80 3.48 -1.72
H -0.85 1.71 -2.27
H -1.27 -2.28 3.33
O -2.40 -4.56 -0.78
H -3.18 -5.16 -2.56
N -1.97 2.49 1.96
H 5.13 -1.76 -0.16
H 1.43 2.17 2.25
C -6.00 3.82 1.06
C 1.75 3.49 -0.34
H -2.88 5.50 -1.01
C 4.66 -1.05 0.59
H 1.69 4.48 -0.94
C 3.28 3.20 0.13
C 2.82 0.41 2.39
N 0.32 -7.33 -7.56
H -2.10 -5.48 -4.45
C -4.05 3.73 -0.35
C -1.89 -2.28 1.12
H 2.70 -1.55 -0.34
H -6.84 3.30 0.45
H 3.76 1.04 2.13
H -0.09 3.41 3.46
O -4.72 3.18 0.84
C 0.97 -6.64 -6.57
H 0.05 -9.36 -7.91
H -0.49 1.01 5.51
H 3.95 3.63 -0.71
C -3.02 4.90 -0.03
C 5.16 4.04 1.88
H -0.10 -1.10 1.94
H 1.57 2.45 -2.37
O 0.73 0.81 3.81
C -0.46 2.41 -1.45
C -2.30 -4.86 -1.96
O 0.62 -5.58 -6.09
H 1.89 -7.15 -6.23
H 2.91 -2.22 1.37
H 4.87 0.02 0.20
H 0.27 -5.16 -1.18
C 0.26 1.63 4.90
C 3.61 4.06 1.46
H 2.92 3.80 2.34
N -1.14 -4.85 -2.68
H 5.82 4.24 0.96
H 4.67 1.78 4.14
C -1.91 -2.92 2.61
H 3.19 -0.39 3.14
C -1.58 3.15 0.73
H -1.32 -7.42 -8.87
H -3.01 -2.91 2.96
H -5.86 2.79 3.10
H 0.93 -4.52 -2.71
H -6.07 4.63 3.16
C -6.42 3.68 2.63
H 5.21 -1.18 1.59
C -1.69 1.07 1.85
H -0.42 3.72 5.24
H 5.32 4.88 2.65
H -6.03 4.94 0.81
H -0.72 -4.37 -4.65
H -1.64 -6.66 -7.29
C -0.91 -6.77 -8.10
H -2.72 -1.49 0.99
H -3.70 3.19 3.18
H 1.10 1.96 5.62
F -1.96 0.18 2.90
C 1.16 2.34 -1.29
N -1.03 2.08 -0.09
O 2.32 -0.13 1.14
H -0.44 -6.07 -4.21
H -3.49 5.66 0.71
H -1.97 -3.08 0.30
H 1.39 1.27 -0.91
H -7.55 3.53 2.77
H -2.18 4.34 3.00
C -2.56 3.25 3.12
O 5.62 2.78 2.44
O -1.98 2.69 4.31
H -0.01 -3.46 -1.62
H 1.73 -8.88 -7.58
H -4.91 4.21 -0.96
O -1.69 4.50 0.41
H 4.85 3.61 4.32
H 0.99 -8.48 -9.15
*
```

- Kohn-Sham gap (eV) = 8.40
- HOMO energy (eV) = -10.68
- LUMO (eV) = -2.3

Results of the Löwdin charge analysis, in e, for atoms 1 through 5: number 1, H, carries 0.10; number 2, C, carries -0.06; number 3, C, carries -0.26; number 4, H, carries 0.15; number 5, H, carries 0.13

***

(4)
C30H60FO30Rb | the ωB97M-V functional and the def2-TZVPD basis

```
! RIJCOSX wB97M-V def2-TZVPD def2/J DEFGRID3
* xyz 0 1
O -3.14 1.99 -3.94
C 2.76 -0.04 -4.48
O -1.34 -1.48 -2.41
H 2.36 -2.49 3.07
Rb 0.21 0.62 0.93
H 1.78 -4.10 3.69
C -0.98 -0.61 5.17
H 7.08 -6.35 4.11
H -0.01 -3.17 4.23
H 4.72 -1.26 1.45
O 1.41 4.71 -0.85
H -2.56 -5.12 1.95
H -1.11 1.29 -3.87
H 4.49 0.32 5.86
O 1.78 -1.67 0.33
H 4.70 0.42 4.20
O -1.62 -1.74 0.82
C -2.31 1.39 5.39
H 0.55 4.72 3.94
H 4.68 0.50 -2.55
O 4.01 -0.35 -4.36
O 2.42 -3.77 -0.12
F -1.63 2.82 1.78
H 0.32 -3.57 -0.07
H -6.10 5.35 -3.38
O 5.64 -4.76 4.17
C -1.73 2.18 -3.99
H -3.32 1.63 5.72
H -1.39 -4.05 1.03
H 0.18 -3.57 5.94
H -5.71 0.87 -6.71
C -2.42 -4.35 1.19
O 3.94 -3.72 3.67
H -0.19 -3.05 -3.14
H -2.12 1.71 4.36
H 5.78 -6.72 5.16
O -3.11 5.95 -0.87
H 1.26 0.64 -7.09
C -3.66 5.51 -1.83
H -0.40 3.75 -0.51
H 0.09 -1.50 -3.98
C -2.60 -1.92 -2.76
O -3.16 -3.21 1.60
O -3.04 0.51 -5.75
C 1.08 -4.32 0.15
H 0.55 3.55 2.74
C 4.63 -1.15 0.37
C -3.69 1.17 -4.93
C -2.69 -2.00 1.29
H 4.53 2.42 -0.18
C 2.66 -2.51 0.11
O 2.44 1.68 2.86
H 0.72 -1.79 -2.34
H 4.01 -0.26 0.22
O -2.06 0.04 5.62
C 2.12 3.69 -0.99
H 2.50 -3.99 2.24
H -2.56 2.99 -1.11
H -5.24 -0.27 -2.33
O -3.56 -1.29 -2.04
H 5.20 3.36 -1.61
C -0.11 -1.97 -3.02
C -5.22 5.81 -3.82
H -1.40 2.66 -4.91
O -1.13 -1.90 5.52
C 0.12 4.68 -0.32
H -0.03 4.71 0.76
O 3.73 -5.91 3.91
O 1.70 3.06 4.52
C 0.06 -2.75 5.24
H -4.82 5.15 -4.58
H -3.18 0.66 0.73
H 3.29 -0.50 4.66
O -2.88 -2.85 -3.53
H 4.40 -1.25 -2.53
H -4.07 2.26 -1.60
C 2.43 2.07 4.03
O 3.99 -2.33 -0.05
H -5.58 -0.57 -5.67
C -5.82 0.49 -5.69
H 3.97 2.08 -1.75
O 1.61 2.54 -0.98
H -1.61 1.97 5.99
C 1.15 0.05 -6.18
H -0.48 5.42 -0.84
H -0.33 3.26 4.26
H 5.58 -1.01 -0.14
O 3.12 1.54 5.11
H -6.82 0.69 -5.32
C -4.88 -1.29 -2.45
C -3.63 3.17 -1.18
H -3.93 3.20 -0.14
H 5.72 -0.61 -3.45
C 4.41 -4.91 3.89
H -4.32 0.65 2.09
C 6.38 -5.88 4.80
O -4.07 4.20 -2.00
H 0.61 -0.88 -6.35
O 3.42 3.97 -1.16
O 2.44 -0.23 -5.71
H -2.57 0.48 2.37
C 2.60 -3.54 3.22
H 0.95 -4.36 1.23
H 0.97 -2.15 5.27
H -1.43 2.89 -3.21
C 4.69 -0.41 -3.15
O -4.27 6.25 -2.77
O -5.04 1.24 -4.79
H 0.85 -5.30 -0.27
O -0.09 -0.08 4.50
C 3.90 0.35 4.94
H -5.05 -1.52 -3.50
H 0.57 0.59 -5.43
C -3.39 0.22 1.71
H 6.87 -5.47 5.68
C 0.59 3.64 3.82
H -5.39 6.72 -4.40
O 2.05 0.34 -3.56
C 4.33 2.90 -1.13
H -2.92 -4.86 0.37
H -5.52 -1.91 -1.83
O -3.66 -1.14 1.63
*
```

- energy above the lowest of the compared OMol25 structures with the same formula, charge and spin (eV) = 0.000
- Kohn-Sham gap (eV) = 8.30
- HOMO energy (eV) = -8.15
- LUMO (eV) = 0.1

Results of the Löwdin charge analysis, in e, for atoms 1 through 5: number 1, O, carries -0.03; number 2, C, carries -0.64; number 3, O, carries -0.02; number 4, H, carries 0.11; number 5, Rb, carries 0.81

***

Molar mass (g/mol)
1711.22 690.89 639.83 1005.25